Record 1
75
Properties=species:S:1:pos:R:3:mulliken_charge:R:1 method="wB97M-V/def2-TZVPD" e_homo_ha="-0.5283 / -0.5283" charge=+2 spin_multiplicity=1 e_tot_ev=-175715.5414
Ge -2.099 3.439 -0.081 2.03
Cr -0.345 0.274 0.447 0.47
S 0.006 -0.590 3.393 1.12
S -1.923 -1.875 1.848 1.05
F -1.227 -3.264 -0.254 -0.19
F -0.381 -4.009 1.598 -0.19
F -0.717 -0.360 5.877 -0.16
F 0.502 1.260 5.112 -0.17
F -1.584 1.113 4.541 -0.09
F 0.388 -2.173 0.711 -0.21
O 0.075 0.451 2.317 -0.42
O 5.461 -0.135 -3.498 -0.58
O 1.232 -1.245 3.648 -0.61
O -1.967 -0.687 0.931 -0.31
O -3.134 -2.576 1.980 -0.59
O 4.396 -0.001 -5.368 -0.56
N -1.240 -1.516 3.186 -0.52
N 4.452 -0.063 -4.165 0.99
N -0.510 -0.199 -1.529 0.70
N 1.587 0.514 -0.137 0.47
C 3.089 0.275 -2.030 0.40
C -3.096 3.960 2.592 -0.60
C 2.062 -0.378 -4.163 -0.73
C -2.939 3.020 -1.776 0.15
C -4.702 1.692 2.720 -0.95
C -1.612 -0.527 -2.187 -0.27
C -0.495 0.436 4.860 0.59
C -3.872 3.721 3.717 -0.69
C 3.907 0.929 0.137 -1.18
C -0.721 -2.949 0.925 0.69
C -4.307 2.767 -1.854 -0.46
C 0.665 -0.147 -2.199 -0.29
C 0.011 5.109 0.995 -0.20
C -3.931 1.932 1.593 0.00
C -3.126 3.069 1.521 0.27
C -0.948 5.882 -1.076 -0.43
C -0.889 4.937 -0.055 0.29
C 3.154 -0.049 -3.436 -0.36
C -2.169 2.988 -2.939 -0.20
C -4.898 2.493 -3.079 -0.76
C 4.156 0.655 -1.186 -0.49
C -0.408 -0.809 -4.239 -0.83
C 0.843 6.215 1.023 -0.80
C -0.118 6.993 -1.042 -0.69
C -1.595 -0.844 -3.550 -1.27
C 2.608 0.846 0.639 -0.48
C 0.776 7.157 0.004 -0.54
C 1.815 0.227 -1.445 0.34
C -0.949 1.755 0.131 -0.55
C -4.673 2.590 3.779 -0.63
C -4.125 2.465 -4.231 -0.57
C 0.770 -0.446 -3.558 0.89
C -2.759 2.712 -4.162 -0.85
H 0.055 4.389 1.807 0.46
H -2.163 2.711 -5.065 0.49
H -5.963 2.314 -3.137 0.46
H -0.174 7.731 -1.830 0.44
H -1.106 3.208 -2.897 0.51
H -5.335 0.817 2.768 0.48
H 5.158 0.720 -1.576 0.64
H -2.532 -0.542 -1.616 0.70
H -3.860 4.422 4.540 0.47
H -3.972 1.235 0.762 0.44
H -4.590 2.264 -5.187 0.45
H 2.180 -0.601 -5.215 0.62
H -2.522 -1.110 -4.036 0.54
H 1.420 8.026 0.031 0.41
H 2.387 1.058 1.676 0.66
H -1.647 5.763 -1.896 0.38
H -5.284 2.411 4.653 0.44
H -2.480 4.851 2.547 0.42
H -4.921 2.794 -0.961 0.49
H 1.536 6.352 1.843 0.45
H -0.368 -1.053 -5.293 0.55
H 4.710 1.213 0.801 0.48

Record 2
72
Properties=species:S:1:pos:R:3:mulliken_charge:R:1 method="wB97M-V/def2-TZVPD" e_homo_ha=-0.4542 charge=+1 spin_multiplicity=1 e_tot_ev=-65111.9102
Cl 2.561 -4.292 -1.192 -0.12
Cl -0.545 -1.164 -1.010 -0.15
F 2.835 -3.947 -4.432 -0.19
F -1.331 -2.847 -3.743 -0.16
O -0.638 -1.171 -4.947 -0.36
O 0.756 -4.646 -4.330 -0.34
O 3.095 0.055 -3.372 -0.44
N 1.607 -1.799 -2.832 0.76
N 1.103 -2.338 -4.043 -0.04
C 0.384 -3.537 0.490 -1.08
C 6.251 -0.239 -0.276 -0.41
C 5.161 -1.016 -2.494 -0.12
C -0.457 4.940 0.072 -0.71
C -3.821 -3.070 0.155 -1.31
C 0.657 6.670 1.581 -1.24
C 1.813 -0.284 -2.890 -0.55
C 0.845 -2.139 -1.610 -0.34
C -4.404 -2.480 3.181 -0.94
C 0.791 5.780 0.351 -0.28
C 1.190 -3.216 -0.830 0.48
C -0.825 3.935 1.167 -0.78
C -0.323 -2.079 -4.256 0.47
C 4.074 -0.005 -2.359 0.21
C 0.266 2.923 1.516 -0.66
C 1.474 -3.719 -4.261 0.38
C 0.643 2.018 0.350 -0.81
C 4.141 0.872 -1.182 -0.28
C -5.025 -0.064 3.717 -1.12
C -3.100 -2.184 2.437 -0.63
C 6.237 -1.114 -1.476 -0.56
C 5.186 0.764 -0.136 -0.58
C -5.466 -1.383 3.094 -0.35
C -3.252 -1.896 0.943 1.13
H -4.831 -3.323 0.482 0.41
H -1.106 4.474 2.076 0.35
H 1.670 5.137 0.456 0.16
H -5.832 0.668 3.660 0.38
H 3.333 1.645 -1.063 0.53
H -0.682 -3.815 0.274 0.19
H 5.087 1.482 0.718 0.37
H -4.160 0.358 3.200 0.22
H 0.980 6.416 -0.520 0.38
H -3.190 -3.957 0.265 0.28
H -0.319 4.411 -0.877 0.27
H 1.558 7.272 1.710 0.39
H 1.058 0.231 -3.543 0.22
H -3.876 -1.011 0.785 0.44
H -1.724 3.394 0.850 0.34
H 0.519 6.083 2.491 0.29
H -1.309 5.610 -0.080 0.41
H 0.336 -2.592 1.116 0.35
H -0.094 2.297 2.339 0.41
H -0.229 1.466 -0.012 0.18
H -2.596 -1.334 2.909 0.38
H 1.158 3.434 1.888 0.28
H 7.027 -0.305 0.527 0.37
H -4.766 -0.198 4.770 0.30
H -2.265 -1.651 0.536 -0.99
H -3.871 -2.823 -0.908 0.36
H -4.166 -2.661 4.234 0.41
H 0.924 -4.288 1.132 0.44
H 1.397 1.290 0.666 0.49
H 5.240 -1.728 -3.353 0.48
H -6.364 -1.730 3.614 0.39
H 2.578 -2.181 -2.719 0.50
H 1.062 2.588 -0.484 0.25
H -5.761 -1.217 2.053 0.22
H 1.704 0.183 -1.864 0.40
H -0.191 7.351 1.478 0.30
H 7.079 -1.849 -1.559 0.36
H -4.833 -3.415 2.806 0.31
H -2.427 -3.041 2.567 0.29